Record 1
The following is a quantum chemistry calculation of a molecular structure, C49H39BBr2N10OZr at a distorted geometry, from the Open Molecules 2025 dataset.

```
103
Properties=species:S:1:pos:R:3:lowdin_charge:R:1
Zr -0.784 -0.298 -0.143 1.887
C -4.829 2.339 2.443 0.005
C -3.402 2.099 2.132 -0.224
C -2.303 2.743 2.675 0.072
C -1.194 2.209 2.022 -0.217
N -1.595 1.273 1.139 -0.057
N -2.952 1.215 1.221 0.041
B -3.781 0.264 0.337 -0.490
N -3.372 -1.181 0.685 0.042
N -2.097 -1.479 1.057 -0.059
C -2.053 -2.808 1.270 -0.212
C -3.325 -3.349 1.088 0.077
C -4.133 -2.292 0.697 -0.220
C -5.558 -2.356 0.300 0.017
C -0.851 -3.562 1.620 -0.169
C 0.332 -3.462 0.884 -0.053
C 1.396 -4.294 1.188 -0.065
C 1.297 -5.214 2.219 -0.059
C 0.123 -5.317 2.948 -0.051
C -0.948 -4.500 2.647 -0.015
N -3.376 0.530 -1.132 0.050
N -2.083 0.801 -1.452 -0.060
C -2.041 1.019 -2.782 -0.209
C -3.326 0.886 -3.312 0.080
C -4.151 0.604 -2.231 -0.221
C -5.628 0.492 -2.238 0.015
C -0.854 1.534 -3.455 -0.176
C -0.010 2.411 -2.769 -0.051
C 1.028 3.038 -3.434 -0.074
C 1.236 2.792 -4.783 -0.063
C 0.411 1.910 -5.464 -0.052
C -0.630 1.280 -4.808 -0.016
C 0.196 2.600 2.198 -0.185
C 1.083 2.551 1.122 -0.050
C 2.391 2.975 1.283 -0.078
C 2.834 3.423 2.519 -0.058
C 1.959 3.459 3.594 -0.049
C 0.645 3.064 3.433 -0.020
H -4.912 3.119 3.194 0.095
H -5.305 1.441 2.829 0.097
H -5.362 2.657 1.550 0.097
H -2.306 3.516 3.413 0.127
H -4.934 0.430 0.493 0.121
H -3.614 -4.375 1.195 0.134
H -5.985 -3.302 0.618 0.098
H -5.638 -2.305 -0.784 0.084
H -6.136 -1.542 0.727 0.091
H 0.387 -2.800 0.016 0.080
H 2.301 -4.251 0.601 0.109
H 2.122 -5.871 2.441 0.113
H 0.035 -6.047 3.736 0.115
H -1.874 -4.593 3.194 0.122
H -3.628 1.011 -4.332 0.130
H -6.019 0.904 -3.164 0.099
H -6.062 1.036 -1.401 0.089
H -5.943 -0.547 -2.173 0.082
H -0.235 2.656 -1.733 0.103
H 1.661 3.737 -2.910 0.115
H 2.029 3.299 -5.310 0.116
H 0.564 1.731 -6.516 0.118
H -1.284 0.602 -5.336 0.126
H 0.699 2.235 0.150 0.075
H 3.067 3.008 0.440 0.106
H 3.855 3.752 2.635 0.118
H 2.295 3.823 4.552 0.119
H -0.039 3.109 4.263 0.123
Br -2.751 -3.434 -3.295 0.856
C -1.074 -2.616 -3.563 -0.569
C -0.367 -2.749 -4.756 -0.130
C 0.820 -2.071 -4.934 -0.596
Br 1.746 -2.270 -6.579 0.842
C 1.333 -1.213 -3.928 -0.178
C 2.504 -0.444 -4.041 0.019
C 2.864 0.388 -3.009 -0.011
C 2.054 0.471 -1.875 -0.135
N 0.960 -0.253 -1.693 0.006
C 0.600 -1.098 -2.707 -0.154
C -0.603 -1.834 -2.511 -0.400
O -1.240 -1.743 -1.370 -0.288
H -0.760 -3.380 -5.540 0.113
H 3.103 -0.503 -4.937 0.100
H 3.756 0.991 -3.069 0.126
H 2.313 1.169 -1.090 0.096
N 9.333 1.471 3.148 0.201
C 8.223 1.235 3.014 -0.171
C 6.848 0.921 2.850 -0.208
C 6.224 1.104 1.615 0.007
C 4.891 0.774 1.459 -0.013
C 4.166 0.263 2.534 -0.183
C 4.780 0.105 3.772 0.018
C 6.114 0.429 3.928 0.013
N 2.799 -0.066 2.369 0.029
C 1.812 0.033 3.308 -0.004
C 0.641 -0.284 2.681 -0.107
N 0.892 -0.560 1.360 -0.073
C 2.207 -0.443 1.223 -0.128
H 6.780 1.528 0.792 0.131
H 4.419 0.923 0.500 0.099
H 4.225 -0.288 4.608 0.121
H 6.589 0.317 4.889 0.134
H 2.003 0.345 4.313 0.139
H -0.355 -0.341 3.089 0.127
H 2.755 -0.714 0.340 0.137
```

Spin multiplicity: 1
E_LUMO: -6.06 eV
Charge: +2


Record 2
The following is a quantum chemistry calculation of a molecular structure, C49H39CsN8O2P2S3Se2 at a distorted geometry, from the Open Molecules 2025 dataset.

```
106
Properties=species:S:1:pos:R:3:lowdin_charge:R:1
Cs -2.175 1.848 -0.232 0.899
C -4.646 0.232 5.573 -0.452
S -5.711 0.903 4.277 0.744
C -4.522 1.654 3.180 -1.231
S -5.199 2.198 1.710 0.376
N -3.331 1.772 3.671 -0.114
N -2.308 2.135 2.839 -0.056
C -1.599 3.104 3.261 -0.130
C -0.326 3.509 2.642 -0.270
C 0.252 4.709 3.065 -0.036
C 1.451 5.120 2.516 -0.082
C 2.046 4.324 1.551 -0.067
C 1.407 3.148 1.190 -0.161
N 0.261 2.732 1.724 0.083
H -5.287 -0.346 6.240 0.012
H -4.151 1.026 6.129 0.018
H -3.893 -0.420 5.135 0.029
H -1.908 3.679 4.137 0.113
H -0.259 5.311 3.807 0.104
H 1.907 6.052 2.828 0.098
H 2.978 4.603 1.078 0.097
H 1.829 2.502 0.426 0.042
O -2.466 4.557 -0.469 -0.522
S -2.855 4.779 -1.852 0.499
O -2.258 5.919 -2.522 -0.334
N -2.689 3.406 -2.573 -0.265
C -2.882 3.203 -3.908 -0.270
C -3.431 4.091 -4.821 -0.033
C -3.594 3.747 -6.175 -0.106
C -3.213 2.528 -6.662 -0.086
C -2.641 1.584 -5.773 -0.175
C -2.201 0.309 -6.195 -0.041
C -1.648 -0.553 -5.295 -0.066
C -1.541 -0.143 -3.948 -0.158
N -1.944 1.023 -3.519 0.100
C -2.482 1.902 -4.405 -0.155
C -4.609 5.131 -1.781 -0.260
C -5.082 6.389 -2.121 -0.072
C -6.440 6.663 -2.019 -0.100
C -7.315 5.682 -1.575 -0.103
C -6.835 4.422 -1.239 -0.075
C -5.482 4.142 -1.348 -0.068
H -3.721 5.078 -4.489 0.091
H -4.031 4.479 -6.845 0.093
H -3.335 2.270 -7.708 0.092
H -2.308 0.036 -7.240 0.104
H -1.294 -1.533 -5.589 0.093
H -1.103 -0.803 -3.204 0.080
H -4.376 7.136 -2.459 0.104
H -6.813 7.646 -2.282 0.091
H -8.373 5.898 -1.486 0.091
H -7.508 3.656 -0.877 0.104
H -5.111 3.159 -1.087 0.073
Se 0.060 -6.274 2.569 0.225
P 1.194 -4.649 1.837 0.518
C 2.453 -5.273 0.671 -0.349
C 3.753 -4.787 0.635 -0.094
C 4.679 -5.318 -0.257 -0.081
C 4.311 -6.348 -1.106 -0.104
C 3.014 -6.845 -1.066 -0.098
C 2.089 -6.310 -0.187 -0.121
C 2.131 -3.883 3.195 -0.352
C 3.140 -4.606 3.833 -0.110
C 3.764 -4.091 4.956 -0.091
C 3.365 -2.862 5.469 -0.096
C 2.350 -2.151 4.851 -0.082
C 1.736 -2.655 3.711 -0.067
C 0.268 -3.329 1.056 -0.467
C 0.494 -2.185 0.259 -0.455
N -0.696 -1.565 0.146 -0.044
N -1.594 -2.263 0.814 -0.067
N -1.044 -3.326 1.365 -0.036
P 1.867 -1.308 -0.484 0.555
Se 1.375 0.441 -1.557 0.338
C 2.974 -0.881 0.896 -0.329
C 2.457 0.057 1.792 -0.115
C 3.232 0.519 2.839 -0.081
C 4.525 0.036 3.015 -0.094
C 5.036 -0.906 2.138 -0.084
C 4.265 -1.358 1.072 -0.099
C 2.758 -2.425 -1.601 -0.355
C 2.137 -3.564 -2.099 -0.079
C 2.745 -4.302 -3.106 -0.092
C 3.978 -3.918 -3.605 -0.099
C 4.606 -2.783 -3.105 -0.087
C 3.991 -2.031 -2.120 -0.116
H 4.049 -3.997 1.310 0.084
H 5.688 -4.922 -0.284 0.104
H 5.031 -6.761 -1.802 0.100
H 2.722 -7.652 -1.728 0.102
H 1.083 -6.709 -0.130 0.071
H 3.418 -5.583 3.456 0.106
H 4.550 -4.656 5.443 0.095
H 3.844 -2.463 6.355 0.095
H 2.030 -1.197 5.249 0.106
H 0.938 -2.102 3.232 0.111
H 1.446 0.427 1.658 0.091
H 2.823 1.256 3.520 0.110
H 5.129 0.391 3.841 0.098
H 6.041 -1.288 2.275 0.098
H 4.679 -2.073 0.372 0.081
H 1.170 -3.859 -1.709 0.109
H 2.250 -5.184 -3.494 0.105
H 4.451 -4.499 -4.389 0.097
H 5.563 -2.470 -3.503 0.097
H 4.446 -1.110 -1.774 0.104
```

Spin multiplicity: 1
E_LUMO: 3.52 eV
Charge: -2


Record 3
The following is a quantum chemistry calculation of a molecular structure, C49H40ClCuN4O5P3SSe2 at a distorted geometry, from the Open Molecules 2025 dataset.

```
106
Properties=species:S:1:pos:R:3:lowdin_charge:R:1
Cu 1.880 -1.927 0.505 0.400
Se 2.480 3.541 6.539 0.178
P 1.972 2.397 4.755 0.597
C 0.239 1.731 4.878 -0.323
C -0.313 0.862 3.921 -0.090
C -1.642 0.516 3.966 -0.075
C -2.442 0.939 5.056 -0.082
C -1.887 1.761 5.990 -0.137
C -0.606 2.198 5.891 -0.170
C 2.921 0.873 4.560 -0.341
C 2.846 0.204 3.292 -0.093
C 3.765 -0.725 3.000 -0.075
C 4.777 -1.097 3.893 -0.074
C 4.795 -0.599 5.141 -0.095
C 3.896 0.436 5.440 -0.102
C 2.408 3.350 3.246 -0.446
C 1.838 4.179 2.315 -0.536
N 2.833 4.598 1.533 -0.027
N 3.929 4.012 1.899 -0.072
N 3.726 3.272 2.948 0.003
P 0.226 4.560 1.835 0.681
Se -1.100 4.971 3.531 0.579
C -0.408 3.278 0.725 -0.376
C 0.476 2.496 -0.031 -0.075
C 0.090 1.415 -0.770 -0.093
C -1.230 1.071 -0.832 -0.052
C -2.134 1.927 -0.175 -0.061
C -1.766 3.002 0.574 -0.125
C 0.349 6.109 0.820 -0.303
C 0.942 7.279 1.366 -0.103
C 1.172 8.395 0.644 -0.096
C 0.679 8.439 -0.653 -0.088
C -0.006 7.359 -1.226 -0.059
C -0.131 6.174 -0.487 -0.060
H 0.324 0.411 3.139 0.081
H -2.072 -0.103 3.096 0.109
H -3.483 0.594 5.242 0.115
H -2.594 2.196 6.717 0.112
H -0.199 2.911 6.592 0.031
H 2.207 0.576 2.491 0.096
H 3.795 -1.132 1.999 0.062
H 5.456 -1.891 3.628 0.103
H 5.473 -0.960 5.926 0.107
H 3.997 1.005 6.377 0.065
H 1.644 2.676 -0.042 0.158
H 0.772 0.774 -1.309 0.103
H -1.611 0.158 -1.210 0.059
H -3.194 1.612 -0.232 0.124
H -2.551 3.518 1.230 0.111
H 1.352 7.169 2.348 0.101
H 1.774 9.266 0.968 0.119
H 0.973 9.316 -1.230 0.100
H -0.398 7.489 -2.222 0.099
H -0.643 5.341 -0.911 0.096
O -6.814 -0.310 -3.577 -0.419
S -5.864 -1.187 -2.794 0.517
O -6.478 -2.391 -2.109 -0.406
O -4.933 -0.415 -1.956 -0.402
C -4.908 -1.848 -4.219 -0.237
C -5.651 -1.806 -5.428 -0.061
C -5.087 -2.205 -6.616 -0.102
C -3.821 -2.729 -6.610 -0.102
C -3.092 -2.814 -5.447 -0.099
C -3.634 -2.392 -4.252 -0.350
P -2.598 -2.226 -2.770 1.146
C -2.993 -3.733 -1.675 -0.314
C -4.326 -4.132 -1.412 -0.070
C -4.625 -5.008 -0.357 -0.090
C -3.581 -5.595 0.380 -0.094
C -2.254 -5.170 0.086 -0.116
C -1.983 -4.248 -0.901 -0.151
C -0.925 -2.741 -3.378 -0.375
C 0.196 -1.903 -3.340 -0.114
C 1.399 -2.262 -3.793 -0.085
C 1.572 -3.554 -4.366 -0.075
C 0.503 -4.402 -4.423 -0.110
C -0.702 -4.016 -3.917 -0.134
H -6.633 -1.402 -5.298 0.087
H -5.558 -1.908 -7.523 0.089
H -3.399 -3.064 -7.554 0.097
H -2.069 -3.076 -5.522 0.074
H -5.188 -3.646 -1.913 0.057
H -5.608 -5.268 -0.113 0.073
H -3.771 -6.364 1.185 0.101
H -1.423 -5.606 0.658 0.097
H -1.026 -3.840 -1.084 0.076
H 0.035 -0.840 -3.080 0.106
H 2.288 -1.678 -3.556 0.082
H 2.587 -3.851 -4.579 0.092
H 0.646 -5.353 -4.906 0.096
H -1.578 -4.649 -3.979 0.112
O 4.885 -3.644 1.192 0.008
C 4.807 -2.888 0.227 -0.521
C 5.981 -2.830 -0.791 -0.085
C 5.521 -1.746 -1.779 -0.105
C 4.118 -1.447 -1.355 -0.525
O 3.414 -0.664 -1.977 0.004
N 3.801 -2.062 -0.173 0.056
H 6.097 -3.851 -1.201 0.116
H 6.849 -2.484 -0.215 0.109
H 5.563 -1.959 -2.829 0.103
H 6.094 -0.828 -1.657 0.117
Cl -0.871 -2.463 2.047 0.398
C 0.074 -1.496 0.828 -0.705
H -0.160 -0.505 1.247 -0.068
H -0.470 -1.423 -0.111 -0.056
```

Spin multiplicity: 2
E_LUMO (spin up / spin down): 2.94 / -0.24 eV
Charge: -2


Record 4
The following is a quantum chemistry calculation of a molecular structure, C49H40MoN7O6S3 at a distorted geometry, from the Open Molecules 2025 dataset.

```
106
Properties=species:S:1:pos:R:3:lowdin_charge:R:1
Mo -1.727 -0.227 -0.298 1.817
N -0.398 0.447 0.908 -0.281
S 0.573 1.693 1.190 0.958
N 1.932 0.594 1.166 -0.344
S 1.980 -0.923 1.221 0.915
N 1.338 -1.828 0.069 -0.352
S 0.918 -1.492 -1.405 0.905
N -0.462 -0.794 -1.632 -0.375
C 2.133 -0.565 -2.284 -0.314
C 1.718 0.343 -3.251 -0.049
C 2.685 1.013 -3.986 -0.036
C 4.031 0.773 -3.752 -0.020
C 4.428 -0.143 -2.787 -0.025
C 3.479 -0.827 -2.046 -0.070
C 0.752 -3.088 -2.138 -0.304
C -0.515 -3.658 -2.186 -0.057
C -0.640 -4.937 -2.703 -0.032
C 0.478 -5.615 -3.167 -0.023
C 1.731 -5.022 -3.121 -0.029
C 1.882 -3.747 -2.601 -0.038
C 1.309 -1.665 2.680 -0.328
C 0.409 -2.719 2.648 -0.061
C -0.038 -3.241 3.851 -0.031
C 0.426 -2.729 5.054 -0.023
C 1.340 -1.683 5.069 -0.038
C 1.788 -1.141 3.878 -0.069
C 3.706 -1.332 1.249 -0.334
C 4.678 -0.343 1.231 -0.050
C 6.012 -0.730 1.241 -0.034
C 6.350 -2.074 1.272 -0.026
C 5.362 -3.051 1.299 -0.031
C 4.027 -2.686 1.291 -0.058
C 0.588 2.098 2.919 -0.293
C -0.150 1.280 3.760 -0.076
C -0.207 1.612 5.107 -0.041
C 0.461 2.729 5.583 -0.029
C 1.181 3.538 4.715 -0.027
C 1.241 3.238 3.363 -0.034
C 1.517 2.770 0.074 -0.266
C 2.820 3.095 0.424 -0.081
C 3.552 3.914 -0.421 -0.033
C 2.999 4.363 -1.613 -0.036
C 1.709 3.997 -1.959 -0.043
C 0.945 3.202 -1.112 -0.044
H 0.668 0.508 -3.436 0.107
H 2.384 1.717 -4.749 0.125
H 4.780 1.292 -4.335 0.127
H 5.478 -0.337 -2.622 0.126
H 3.788 -1.557 -1.309 0.102
H -1.388 -3.113 -1.857 0.087
H -1.615 -5.399 -2.756 0.123
H 0.371 -6.609 -3.577 0.127
H 2.596 -5.549 -3.498 0.126
H 2.860 -3.285 -2.580 0.111
H 0.077 -3.132 1.710 0.095
H -0.740 -4.063 3.849 0.124
H 0.083 -3.153 5.987 0.126
H 1.706 -1.295 6.008 0.127
H 2.499 -0.324 3.883 0.130
H 4.399 0.697 1.194 0.097
H 6.787 0.023 1.228 0.123
H 7.390 -2.367 1.285 0.126
H 5.634 -4.096 1.336 0.125
H 3.252 -3.441 1.320 0.123
H -0.665 0.405 3.387 0.110
H -0.779 0.993 5.783 0.123
H 0.409 2.980 6.633 0.125
H 1.683 4.420 5.085 0.125
H 1.758 3.902 2.687 0.115
H 3.263 2.740 1.343 0.104
H 4.555 4.204 -0.142 0.123
H 3.575 5.003 -2.266 0.124
H 1.277 4.349 -2.886 0.122
H -0.070 2.942 -1.370 0.103
O -5.088 -0.167 1.765 0.183
C -4.590 0.755 1.205 -0.329
N -3.169 0.711 0.783 0.095
C -2.768 2.006 0.237 -0.571
O -2.001 1.656 -0.853 -0.222
C -4.061 2.743 0.055 -0.066
C -4.297 3.957 -0.563 0.034
C -5.598 4.441 -0.534 -0.007
C -6.629 3.731 0.089 -0.014
C -6.387 2.513 0.697 0.040
C -5.081 2.035 0.672 -0.082
H -3.504 4.516 -1.038 0.134
H -5.824 5.394 -0.993 0.126
H -7.625 4.150 0.094 0.126
H -7.174 1.951 1.180 0.138
N -6.342 -1.474 -4.461 0.185
C -5.374 -1.215 -3.580 -0.282
C -4.256 -0.420 -3.919 0.023
C -3.290 -0.177 -2.981 -0.120
N -3.335 -0.670 -1.726 -0.116
C -4.405 -1.424 -1.392 -0.117
C -5.420 -1.717 -2.261 0.027
H -6.309 -1.109 -5.398 0.130
H -7.140 -2.034 -4.214 0.131
H -4.159 0.004 -4.907 0.126
H -2.436 0.445 -3.221 0.108
H -4.444 -1.796 -0.374 0.100
H -6.248 -2.324 -1.926 0.130
O -0.692 2.873 0.845 -0.282
O -1.990 2.617 1.292 0.005
O -2.102 -1.874 0.528 -0.389
O -2.614 -2.994 0.764 0.061
```

Spin multiplicity: 3
E_LUMO (spin up / spin down): -9.06 / -10.54 eV
Charge: +3


The total energy results, record by record, are as follows: -7733.19963, -9179.59764, -10812.25395, -3987.35605 Ha.